Entry 1:
Computed, not measured: the molecule C2H2N4O2 in a non-equilibrium geometry, with wB97M-V/def2-TZVPD.

As for the SMILES: O=COc1nnn[nH]1. As for the spin multiplicity: 1. Its net charge is 0. The calculation puts the LUMO energy at -0.0174 hartree. The calculated total energy is -12158.00389 eV. As for the gap between HOMO and LUMO: 9.856 eV.

Each line ends with the Mulliken charge.
Atoms and positions in Å:
C 2.0577 -0.3046 -0.1143  0.3008
C -0.4671 -0.4919 0.1425  0.5354
H 2.8792 -1.2247 -0.5573  0.3072
H -0.2478 1.6911 0.2835  0.3385
N -1.6070 -1.1021 -0.0918  -0.2711
N -2.5911 -0.2674 -0.2718  -0.2296
N -2.1439 1.0283 0.0348  -0.3162
N -0.7900 0.7808 0.3565  0.0797
O 2.1307 0.9286 -0.1667  -0.4159
O 0.7794 -1.0380 0.3847  -0.3288

Entry 2:
Computed, not measured: a structure of composition C8H12N2PPt in a non-equilibrium geometry, with wB97M-V/def2-TZVPD.

As for the spin multiplicity: 5. Its net charge is +1. The calculation puts the LUMO energy (alpha / beta) at -0.0936 / -0.2537 hartree. The calculated total energy is -23991.07068 eV. As for the gap between HOMO and LUMO (alpha / beta): 5.740 / 4.811 eV.

Each line ends with the Löwdin spin population.
Atoms and positions in Å:
C 0.2910 -0.0764 -2.5260  0.1650
C -0.6010 -1.0718 -3.0301  0.3789
C -0.2357 -2.3214 -2.4444  0.1358
C 0.9146 -2.1436 -1.6075  0.2517
C 1.2012 -0.7330 -1.5931  0.3472
Pt 0.6632 1.7684 0.2883  1.5936
P -0.2174 3.6694 0.0421  0.4210
H 0.2273 1.0022 -2.6385  0.0033
H -1.4848 -0.8514 -3.6289  0.0154
H -0.6900 -3.2795 -2.6744  0.0013
H 1.9392 -0.2100 -0.9906  0.0783
H 1.4428 -2.8848 -1.0221  0.0084
H -1.2610 3.7655 1.0165  0.0572
H -0.7813 4.0558 -1.2095  0.0327
H 0.8607 4.5366 0.4013  0.0496
N -0.1724 -1.0626 1.2807  0.0430
C -0.4117 -1.5670 2.5146  0.0746
C -0.3878 -0.4858 3.3935  0.0121
C -0.1111 0.6433 2.6409  0.1028
N 0.0810 0.2612 1.3572  0.2003
H -0.1847 -1.6106 0.4159  0.0054
H -0.5357 -2.6157 2.6949  0.0062
H -0.5411 -0.4820 4.4558  0.0001
H -0.0052 1.6933 2.8637  0.0159

Entry 3:
Computed, not measured: the molecule C4H7BrN4 in a non-equilibrium geometry, with wB97M-V/def2-TZVPD.

As for the SMILES: Cc1[nH]nc(NN)c1Br. As for the spin multiplicity: 1. Its net charge is 0. The calculation puts the LUMO energy at 0.0306 hartree. The calculated total energy is -80261.53153 eV. As for the gap between HOMO and LUMO: 8.778 eV.

Each line ends with the Mulliken charge.
Atoms and positions in Å:
C 0.9926 -0.5296 -0.3355  -0.0741
C 0.5820 0.7026 -0.7064  0.4457
C -0.2330 -1.1046 0.5798  0.3888
C 1.5091 1.3970 -1.7052  -1.3161
N -1.0520 -0.0930 0.6416  -0.7792
N -0.6470 0.9264 -0.1336  0.1413
N -1.4134 -2.4280 2.2196  -0.6238
N -0.5238 -2.3330 1.1236  -0.0624
Br 2.4301 -1.6532 -0.8053  -0.1598
H 1.2003 2.4360 -1.8241  0.3581
H 2.5995 1.2830 -1.4149  0.3151
H 1.3244 1.0039 -2.6373  0.3748
H -1.2272 1.6356 -0.5221  0.2521
H -2.2733 -2.2235 1.7239  0.2613
H -1.3469 -1.7913 2.9802  0.2788
H -0.2049 -3.1888 0.6875  0.1993

Entry 4:
Computed, not measured: a cluster of 2 separate species, C10H15NO2 in total in a non-equilibrium geometry, with wB97M-V/def2-TZVPD.

As for the SMILES: Cc1ccc(O)cc1.CCC(N)=O. As for the spin multiplicity: 1. Its net charge is 0. The calculation puts the LUMO energy at 0.0203 hartree. The calculated total energy is -16195.60507 eV. As for the gap between HOMO and LUMO: 9.072 eV.

Each line ends with the Mulliken charge.
Atoms and positions in Å:
C 0.8401 -2.5010 0.1506  -0.1081
C 0.6992 -2.4588 -1.4340  -1.2687
C -0.2859 -3.0691 0.8678  0.4124
O -0.0722 -3.8757 1.8703  -0.6598
N -1.4603 -2.8274 0.2287  -0.3457
H 1.5873 -3.1965 0.4994  0.3257
H 1.2184 -1.5515 0.5127  0.1162
H 0.1350 -3.2607 -1.7816  0.4769
H -2.2545 -2.7985 0.9634  0.2834
H -1.5165 -2.3382 -0.5194  0.1742
H 1.6848 -2.2668 -1.7898  0.3686
H 0.1357 -1.4910 -1.6637  0.2260
C 2.3561 1.8294 0.4830  -1.6999
C 0.8043 1.8053 0.3583  0.9546
C 0.3636 2.2196 -0.8757  -0.7824
C 0.0354 1.4048 1.4154  -0.4820
C -0.9328 2.5869 -1.0024  -0.4361
C -1.3313 1.3927 1.1244  -0.5088
C -1.8056 2.0832 -0.0024  0.7438
O -3.1789 2.4179 -0.0764  -0.5373
H 2.3621 2.9975 0.4836  0.3824
H 2.9814 1.4340 -0.3730  0.2806
H 1.1377 2.6665 -1.6173  0.2700
H 0.5047 0.8008 2.2307  0.3549
H -1.2280 3.2251 -1.8890  0.2253
H -2.1090 0.8229 1.6248  0.3969
H -3.2583 2.6348 -1.0507  0.3095
H 2.5874 1.3139 1.2626  0.5276